DFT (wB97M-V/def2-TZVPD) results for a 11-piece molecular cluster, C99H209N11O11 overall at a distorted geometry.

Values from the calculation:
- Frontier orbital gap: 8.50 eV
- DFT total energy: -5326.7168 Eh
- Strongest force on any atom: 4.59 eV/A
- Relative energy (zero: lowest compared OMol25 entry of this formula, charge and spin): 125.65 kcal/mol

Structure (ORCA input):
```
! wB97M-V def2-TZVPD RIJCOSX def2/J DEFGRID3
* xyz 0 1
C 4.5662 -4.3201 1.5249
C 5.0175 -5.5835 0.7234
C 6.2389 -6.2091 1.4578
C 5.9032 -6.9178 2.7694
C 4.8158 -7.9589 2.4604
C 3.5299 -7.4243 1.8405
N 3.8919 -6.5442 0.6900
O 2.7835 -6.0180 0.0712
C 2.6884 -8.5988 1.4117
C 2.7229 -6.6272 2.9450
C 5.3991 -5.1983 -0.6957
H 5.2835 -3.5038 1.4406
H 4.5291 -4.5479 2.5902
H 3.6912 -3.8965 1.0319
H 6.8747 -6.7749 0.7768
H 6.8404 -5.3767 1.8229
H 5.5771 -6.2381 3.5567
H 6.8516 -7.3892 3.0269
H 4.6279 -8.6728 3.2623
H 5.2066 -8.6763 1.7389
H 3.1034 -9.0825 0.5275
H 2.4078 -9.2421 2.2457
H 1.6961 -8.1992 1.2025
H 3.4097 -6.3085 3.7291
H 2.2445 -5.7382 2.5340
H 1.9717 -7.3181 3.3277
H 5.5580 -6.0739 -1.3251
H 6.3124 -4.6073 -0.6266
H 4.5524 -4.7197 -1.1880
H 2.5669 -6.6257 -0.6398
C -0.6668 -6.9002 0.3323
C -1.7413 -6.8393 1.4213
C -3.1486 -6.7234 0.6823
C -4.3440 -6.9044 1.6229
C -4.2349 -8.2002 2.3143
C -2.8589 -8.4794 3.0381
N -1.6873 -8.0450 2.2772
O -0.4861 -8.1749 3.0099
C -3.0124 -7.7782 4.4220
C -2.7894 -10.0463 3.3533
C -1.5668 -5.5052 2.2610
H -0.3906 -7.8721 -0.0767
H 0.2761 -6.4400 0.6275
H -0.9816 -6.3508 -0.5550
H -3.2210 -5.7204 0.2617
H -3.3168 -7.4324 -0.1283
H -5.2989 -6.7161 1.1322
H -4.4399 -6.0718 2.3198
H -4.4003 -9.0633 1.6695
H -5.0305 -8.0284 3.0393
H -2.0430 -7.8217 4.9183
H -3.1749 -6.7108 4.2721
H -3.7656 -8.2257 5.0704
H -2.3943 -10.3035 4.3361
H -3.7760 -10.4612 3.1470
H -2.1713 -10.5373 2.6016
H -1.6242 -4.6692 1.5638
H -0.6175 -5.5053 2.7966
H -2.4007 -5.2888 2.9287
H 0.0841 -8.7368 2.4801
C -9.0039 -0.9827 0.5076
C -8.2179 -1.7643 1.5823
C -7.6684 -3.0069 0.8523
C -6.5032 -3.6464 1.5795
C -5.3876 -2.6570 1.9010
C -5.8997 -1.3935 2.6172
N -7.1287 -0.8902 1.9502
O -7.5068 0.3501 2.4482
C -6.0590 -1.6879 4.1172
C -4.7879 -0.2641 2.4307
C -9.0798 -2.1994 2.6969
H -9.8198 -1.5463 0.0551
H -8.3260 -0.5843 -0.2473
H -9.5252 -0.1271 0.9369
H -8.5257 -3.6799 0.8363
H -7.5525 -2.7161 -0.1918
H -6.1455 -4.4018 0.8799
H -6.7559 -4.1665 2.5035
H -4.8216 -2.5422 0.9766
H -4.6851 -3.2617 2.4745
H -6.2416 -0.8397 4.7769
H -6.9759 -2.2315 4.3450
H -5.2916 -2.3788 4.4662
H -3.7901 -0.6537 2.6327
H -4.9406 0.0751 1.4061
H -4.9370 0.5675 3.1193
H -8.8788 -2.9971 3.4119
H -10.0993 -2.3315 2.3346
H -9.1216 -1.3297 3.3526
H -7.2659 0.7866 1.6278
C 2.2513 6.8854 3.1936
C 0.8133 6.7614 2.5552
C 0.3371 5.2765 2.6260
C -1.1346 5.0744 2.3279
C -2.0235 5.9457 3.2949
C -1.6553 7.4347 3.2489
N -0.1765 7.6435 3.2985
O 0.2830 9.0173 3.3495
C -2.3074 8.1524 1.9830
C -2.2859 8.0346 4.5608
C 0.9218 7.1419 1.0003
H 3.0862 6.4222 2.6677
H 2.2561 6.5501 4.2307
H 2.5698 7.9172 3.3425
H 0.9863 4.7649 1.9155
H 0.6071 4.9051 3.6146
H -1.4801 4.0693 2.5697
H -1.3556 5.2492 1.2750
H -1.8873 5.5697 4.3090
H -3.0589 5.7931 2.9905
H -3.3473 7.8689 1.8207
H -2.2973 9.2400 2.0553
H -1.7773 7.8506 1.0797
H -1.7613 7.6095 5.4164
H -2.1344 9.1000 4.7341
H -3.3546 7.8216 4.5867
H 1.1567 8.1874 0.8006
H 0.0359 6.8264 0.4491
H 1.6796 6.4579 0.6182
H 0.2985 9.2044 4.2909
C 2.5610 4.5450 -3.7706
C 1.5493 4.7997 -4.9356
C 1.4528 3.4450 -5.6494
C 0.2686 3.3498 -6.6412
C -0.9748 3.5166 -5.7984
C -1.0184 5.0148 -5.1429
N 0.2751 5.1623 -4.4096
O 0.3216 6.0737 -3.4481
C -1.2066 6.0311 -6.1916
C -2.2937 5.0075 -4.2585
C 2.1639 5.8645 -5.8753
H 3.0681 5.4426 -3.4166
H 3.4351 3.9684 -4.0730
H 2.1297 3.9813 -2.9434
H 2.3756 3.3770 -6.2255
H 1.3741 2.6305 -4.9294
H 0.2694 2.3815 -7.1416
H 0.3976 4.0394 -7.4754
H -1.0531 2.6631 -5.1250
H -1.8029 3.3265 -6.4812
H -1.0748 6.9680 -5.6502
H -0.4453 6.0329 -6.9716
H -2.2090 6.1174 -6.6109
H -2.3659 6.0003 -3.8146
H -3.1892 4.8115 -4.8483
H -2.4310 4.2820 -3.4568
H 3.2416 5.9547 -6.0118
H 1.8513 6.8450 -5.5160
H 1.7045 5.7166 -6.8526
H 0.2676 6.9424 -3.8532
C 5.2170 1.9359 -0.2692
C 6.3108 1.2986 0.6043
C 5.6344 0.0574 1.1893
C 6.5723 -0.9689 1.9417
C 7.5888 -1.3979 0.9019
C 8.3887 -0.2163 0.3023
N 7.5220 0.8874 -0.1256
O 8.2624 1.9328 -0.7222
C 9.4462 0.2032 1.3574
C 9.0336 -0.8759 -0.8953
C 6.6352 2.2214 1.8005
H 5.6049 2.9145 -0.5520
H 4.2919 2.2091 0.2384
H 5.1267 1.3337 -1.1733
H 4.9007 0.4367 1.9005
H 5.0317 -0.4252 0.4199
H 6.0011 -1.7696 2.4114
H 7.0145 -0.5209 2.8316
H 7.0426 -2.0627 0.2327
H 8.2147 -2.1413 1.3956
H 10.2546 -0.5226 1.4457
H 9.8547 1.2113 1.2867
H 8.9465 0.2506 2.3250
H 9.5474 -1.7968 -0.6192
H 8.3013 -1.2029 -1.6334
H 9.7457 -0.2547 -1.4384
H 6.9903 1.7064 2.6931
H 5.7342 2.8102 1.9728
H 7.4174 2.9550 1.6055
H 7.7397 1.9873 -1.5255
C -0.4272 1.9876 -2.3837
C 0.0874 1.5336 -0.9145
C -1.0067 2.0474 0.0315
C -1.0282 1.3739 1.4123
C -1.0375 -0.2202 1.2868
C 0.1628 -0.6888 0.4050
N 0.1013 0.0703 -0.9177
O 1.0141 -0.5762 -1.7990
C 1.5405 -0.4269 1.1143
C -0.0711 -2.2691 0.4200
C 1.3885 2.2627 -0.6314
H -0.4120 3.0648 -2.5497
H -1.4067 1.5915 -2.6516
H 0.2784 1.5920 -3.1142
H -0.8809 3.0923 0.3152
H -1.9578 1.9304 -0.4879
H -1.8892 1.5994 2.0415
H -0.1489 1.7639 1.9248
H -1.9756 -0.6322 0.9151
H -1.0786 -0.7225 2.2533
H 1.8110 -1.3601 1.6082
H 2.2461 -0.0645 0.3668
H 1.4387 0.3922 1.8263
H 0.7160 -2.8399 -0.0725
H -0.2792 -2.6849 1.4059
H -0.9426 -2.4682 -0.2036
H 1.5400 2.0725 0.4311
H 1.2400 3.3405 -0.6987
H 2.1643 1.9072 -1.3095
H 0.3309 -0.9977 -2.3255
C -7.7167 5.3087 -2.1731
C -7.5743 3.8774 -1.6274
C -6.9614 2.9565 -2.7361
C -5.4320 3.0007 -2.9810
C -4.5954 3.0203 -1.6203
C -5.2111 4.0388 -0.5050
N -6.7036 3.7678 -0.3894
O -7.3279 4.3511 0.7336
C -4.5749 3.5346 0.7638
C -4.8968 5.5800 -0.7863
C -8.9855 3.2173 -1.3567
H -8.0424 5.9088 -1.3235
H -8.5605 5.3159 -2.8631
H -6.8661 5.7553 -2.6880
H -7.2840 1.9280 -2.5739
H -7.4076 3.1208 -3.7169
H -5.1515 3.9580 -3.4203
H -5.0718 2.2487 -3.6829
H -3.5886 3.4023 -1.7894
H -4.4008 2.0275 -1.2146
H -4.9305 2.5140 0.9056
H -3.4911 3.5928 0.6632
H -4.8438 4.0178 1.7030
H -4.8822 5.7300 -1.8658
H -5.7019 6.1823 -0.3654
H -3.9645 5.9376 -0.3491
H -9.5383 3.7681 -0.5956
H -9.0377 2.1740 -1.0455
H -9.5626 3.1183 -2.2760
H -7.2053 3.7191 1.4457
C 6.9142 -0.2875 -6.5373
C 6.0862 -1.1440 -5.5344
C 6.4657 -0.5608 -4.1369
C 5.4630 -0.9173 -3.0434
C 4.0576 -0.5002 -3.5896
C 3.5940 -1.2652 -4.8280
N 4.6275 -0.9629 -5.8379
O 4.2857 -1.4650 -7.1060
C 3.3040 -2.8153 -4.4471
C 2.3032 -0.5413 -5.1720
C 6.5308 -2.6338 -5.6392
H 6.8605 0.7948 -6.4196
H 6.5315 -0.2591 -7.5575
H 7.9844 -0.4941 -6.5453
H 7.4037 -1.0780 -3.9349
H 6.5829 0.5197 -4.2196
H 5.7359 -0.3924 -2.1279
H 5.4546 -1.9864 -2.8310
H 3.9733 0.5784 -3.7222
H 3.4569 -0.8831 -2.7645
H 2.6494 -2.9223 -3.5822
H 2.9488 -3.3058 -5.3534
H 4.1884 -3.4028 -4.2008
H 1.4635 -0.6715 -4.4894
H 2.3341 0.5330 -5.3537
H 1.8270 -1.0306 -6.0216
H 6.1891 -3.0817 -6.5724
H 6.2268 -3.1787 -4.7455
H 7.6203 -2.6265 -5.6095
H 4.3349 -0.6437 -7.6006
C 5.0828 3.3729 7.4295
C 3.5704 3.0242 7.2820
C 3.1610 3.6810 5.8974
C 3.5271 2.8196 4.6854
C 2.9038 1.4016 4.8106
C 3.4731 0.7567 6.0609
N 3.2266 1.5699 7.2610
O 3.7087 0.9246 8.5227
C 2.5592 -0.5399 6.3096
C 4.9442 0.2490 5.9678
C 2.6867 3.7684 8.3080
H 5.7357 3.1177 6.5948
H 5.5789 2.7591 8.1813
H 5.3961 4.4099 7.5503
H 2.0812 3.8290 5.9062
H 3.5904 4.6808 5.8320
H 4.5634 2.9300 4.3662
H 3.0044 3.3708 3.9037
H 3.2403 0.8235 3.9500
H 1.8212 1.5280 4.7979
H 1.5256 -0.2521 6.5018
H 2.5130 -1.1614 5.4153
H 2.8477 -1.1407 7.1721
H 5.4775 0.1916 6.9167
H 5.0332 -0.6431 5.3479
H 5.5405 1.0216 5.4824
H 2.9945 4.7985 8.4878
H 2.6866 3.3154 9.2995
H 1.6369 3.7901 8.0156
H 3.0044 1.1131 9.1472
C -5.7226 -2.9082 -3.4467
C -4.8101 -1.7243 -3.1712
C -3.3949 -2.1675 -2.6198
C -2.4719 -2.7467 -3.6235
C -2.3355 -1.6778 -4.7250
C -3.6586 -1.1701 -5.3929
N -4.6605 -0.8426 -4.3386
O -5.9268 -0.4727 -4.9112
C -3.2842 0.1100 -6.1370
C -4.1444 -2.2596 -6.3578
C -5.4685 -0.9627 -2.0060
H -5.8333 -3.4772 -2.5236
H -5.3219 -3.5934 -4.1938
H -6.7480 -2.6061 -3.6597
H -2.9495 -1.4304 -1.9517
H -3.5504 -2.9922 -1.9243
H -2.9366 -3.6303 -4.0611
H -1.5384 -3.0529 -3.1514
H -1.6128 -1.9416 -5.4971
H -1.8464 -0.8264 -4.2517
H -4.2117 0.4821 -6.5723
H -3.1697 0.8753 -5.3694
H -2.3458 0.0632 -6.6895
H -3.4264 -2.2327 -7.1774
H -4.1577 -3.2454 -5.8928
H -5.1421 -2.0757 -6.7564
H -4.7705 -0.2269 -1.6067
H -5.7484 -1.6954 -1.2491
H -6.3243 -0.4224 -2.4109
H -5.9645 0.4034 -4.5205
*
```

These are the Löwdin partial charges, in e, on atoms 1 to 99: number 1, C, carries -0.01; number 2, C, carries -0.48; number 3, C, carries -0.13; number 4, C, carries -0.17; number 5, C, carries -0.15; number 6, C, carries -0.49; number 7, N, carries -0.12; number 8, O, carries -0.03; number 9, C, carries -0.04; number 10, C, carries 0.00; number 11, C, carries -0.03; number 12, H, carries 0.05; number 13, H, carries 0.08; number 14, H, carries 0.08; number 15, H, carries 0.12; number 16, H, carries 0.11; number 17, H, carries 0.10; number 18, H, carries 0.11; number 19, H, carries 0.12; number 20, H, carries 0.12; number 21, H, carries 0.10; number 22, H, carries 0.09; number 23, H, carries 0.04; number 24, H, carries 0.07; number 25, H, carries 0.07; number 26, H, carries 0.06; number 27, H, carries 0.09; number 28, H, carries 0.08; number 29, H, carries 0.07; number 30, H, carries 0.11; number 31, C, carries -0.04; number 32, C, carries -0.43; number 33, C, carries -0.11; number 34, C, carries -0.23; number 35, C, carries -0.15; number 36, C, carries -0.45; number 37, N, carries -0.11; number 38, O, carries -0.01; number 39, C, carries -0.04; number 40, C, carries -0.02; number 41, C, carries -0.01; number 42, H, carries 0.09; number 43, H, carries 0.06; number 44, H, carries 0.08; number 45, H, carries 0.10; number 46, H, carries 0.12; number 47, H, carries 0.11; number 48, H, carries 0.09; number 49, H, carries 0.12; number 50, H, carries 0.12; number 51, H, carries 0.07; number 52, H, carries 0.06; number 53, H, carries 0.09; number 54, H, carries 0.07; number 55, H, carries 0.07; number 56, H, carries 0.07; number 57, H, carries 0.06; number 58, H, carries 0.08; number 59, H, carries 0.06; number 60, H, carries 0.07; number 61, C, carries -0.03; number 62, C, carries -0.55; number 63, C, carries -0.13; number 64, C, carries -0.18; number 65, C, carries -0.14; number 66, C, carries -0.44; number 67, N, carries -0.14; number 68, O, carries 0.00; number 69, C, carries -0.02; number 70, C, carries -0.02; number 71, C, carries -0.05; number 72, H, carries 0.09; number 73, H, carries 0.08; number 74, H, carries 0.08; number 75, H, carries 0.12; number 76, H, carries 0.10; number 77, H, carries 0.10; number 78, H, carries 0.11; number 79, H, carries 0.11; number 80, H, carries 0.11; number 81, H, carries 0.08; number 82, H, carries 0.06; number 83, H, carries 0.08; number 84, H, carries 0.07; number 85, H, carries 0.07; number 86, H, carries 0.07; number 87, H, carries 0.08; number 88, H, carries 0.09; number 89, H, carries 0.09; number 90, H, carries 0.09; number 91, C, carries -0.03; number 92, C, carries -0.42; number 93, C, carries -0.14; number 94, C, carries -0.17; number 95, C, carries -0.12; number 96, C, carries -0.46; number 97, N, carries -0.09; number 98, O, carries -0.02; number 99, C, carries -0.01